(1)
This record from the Open Molecules 2025 dataset describes 5 unconnected molecules or ions with the total composition C23H34BF13O14P. The level of theory is ωB97M-V with the def2-TZVPD basis set.

Computed properties:
- Orbital gap: 6.7 eV
- Total charge: -1
- Max |F|: 0.0561 Eh/bohr
- LUMO energy: 0.077 Eh

The geometry in XYZ format:
```
86
Properties=species:S:1:pos:R:3:forces:R:3
C 5.971 -0.830 2.127 0.09 0.81 0.12
C 5.892 -0.107 0.807 0.16 -0.51 -0.05
O 6.066 -0.674 -0.238 -0.01 0.06 -0.38
O 5.601 1.193 0.936 -0.59 -0.09 0.21
C 4.739 1.776 -0.093 0.39 0.47 0.41
C 3.246 1.560 0.128 -1.13 0.44 -2.23
C 2.595 2.336 1.286 0.98 0.00 0.64
C 3.426 2.574 2.535 -0.76 0.02 0.42
F 4.452 3.494 2.327 0.07 -0.25 -0.02
O 2.720 2.254 -1.017 -0.22 0.36 0.09
B 2.427 1.268 -2.091 1.36 -0.46 0.12
O 1.892 0.117 -1.294 -0.59 0.42 0.14
C 2.715 0.098 -0.163 -0.34 0.21 0.83
P 1.599 -0.798 1.016 -1.01 -2.41 -1.23
O 2.368 -1.047 2.488 0.16 1.68 -0.20
O 0.201 0.102 1.243 0.85 0.93 0.69
H 6.698 -0.318 2.762 0.06 -0.18 0.02
H 6.228 -1.870 1.960 -0.02 -0.01 0.09
H 5.005 -0.714 2.620 0.00 -0.28 0.01
H 4.899 2.851 -0.034 0.16 -0.07 0.15
H 5.035 1.459 -1.088 -0.13 -0.36 0.09
H 2.356 3.319 0.877 -0.03 -0.04 -0.02
H 1.650 1.893 1.606 0.01 -0.09 -0.20
H 3.834 1.657 2.976 0.37 0.10 -0.21
H 2.780 3.017 3.303 0.05 0.02 -0.04
H 1.752 1.668 -3.015 -0.39 0.09 0.26
H 3.547 0.879 -2.513 -0.16 -0.02 -0.34
H 3.490 -0.651 -0.390 0.45 0.29 0.58
H 2.724 -0.234 2.884 0.08 -0.12 0.07
H -0.127 -0.026 2.143 -0.05 -0.02 -0.08
C -1.324 2.049 -1.109 -0.10 0.14 0.34
C -2.715 2.135 -1.692 0.58 -0.16 -0.39
O -3.716 2.327 -0.654 -0.20 0.00 0.03
C -3.881 3.555 -0.215 0.24 -0.12 -0.31
O -3.310 4.545 -0.573 -0.17 0.08 0.13
C -5.003 3.572 0.844 -0.05 0.02 0.23
F -4.874 2.575 1.724 0.00 0.01 -0.03
F -6.204 3.440 0.250 0.03 0.01 -0.05
F -5.008 4.719 1.520 0.01 0.01 -0.07
H -1.271 1.273 -0.346 0.06 -0.10 -0.11
H -0.594 1.823 -1.887 0.01 -0.03 0.02
H -1.039 2.988 -0.634 0.03 0.05 -0.11
H -2.977 1.198 -2.179 -0.21 -0.02 0.15
H -2.798 2.923 -2.437 -0.13 0.13 0.15
C -5.616 4.686 -6.014 0.28 -0.03 -0.11
C -6.082 3.268 -5.770 -0.34 0.33 0.16
O -5.263 2.316 -6.479 0.02 -0.13 -0.05
C -4.111 2.004 -5.896 -0.25 0.18 0.14
O -3.703 2.433 -4.859 0.13 -0.12 -0.07
C -3.370 0.949 -6.740 0.23 -0.10 -0.12
F -3.387 1.268 -8.041 -0.04 0.01 0.03
F -3.963 -0.247 -6.601 -0.06 0.04 0.02
F -2.108 0.838 -6.355 -0.05 0.03 0.05
H -5.580 4.896 -7.084 -0.11 0.01 0.00
H -6.293 5.393 -5.536 -0.03 -0.02 0.01
H -4.615 4.843 -5.615 -0.04 0.00 0.09
H -7.090 3.126 -6.156 0.07 -0.14 -0.13
H -6.097 3.027 -4.708 0.18 -0.07 -0.01
C 0.807 -7.442 -2.101 -0.12 0.04 0.26
C 1.848 -6.352 -2.241 0.04 -0.28 -0.38
O 1.616 -5.285 -1.308 0.00 0.10 0.04
C 2.048 -5.483 -0.072 0.11 -0.23 -0.10
O 2.606 -6.461 0.339 -0.05 0.09 0.09
C 1.767 -4.229 0.779 0.07 0.13 0.08
F 0.520 -3.806 0.583 -0.03 -0.07 -0.07
F 2.645 -3.282 0.449 0.18 -0.65 -0.15
F 1.908 -4.493 2.082 0.04 -0.11 -0.03
H -0.196 -7.024 -2.199 0.02 0.01 -0.11
H 0.950 -8.203 -2.868 0.01 0.02 -0.02
H 0.870 -7.919 -1.123 0.08 -0.03 -0.02
H 1.789 -5.894 -3.226 -0.05 0.17 0.09
H 2.858 -6.743 -2.118 -0.01 0.03 0.18
C 0.569 -1.858 4.694 -0.14 0.05 0.34
C -0.835 -2.405 4.786 0.29 -0.17 -0.41
O -1.421 -2.166 6.090 -0.13 -0.03 0.08
C -1.921 -0.960 6.289 0.11 -0.11 -0.31
O -1.946 -0.050 5.513 -0.07 0.06 0.16
C -2.539 -0.885 7.700 -0.03 0.09 0.23
F -1.729 -1.421 8.622 0.00 0.00 -0.04
F -3.700 -1.557 7.734 0.02 -0.01 -0.06
F -2.781 0.375 8.048 0.01 -0.01 -0.08
H 1.191 -2.262 5.495 0.00 -0.10 -0.05
H 1.017 -2.115 3.736 -0.08 -0.05 0.13
H 0.578 -0.772 4.794 -0.04 0.01 -0.09
H -0.830 -3.486 4.665 -0.08 -0.02 0.20
H -1.481 -1.992 4.012 -0.08 0.13 0.13
```
Positions in Å, forces in eV/Å.

---

(2)
This record from the Open Molecules 2025 dataset describes a molecular structure, C23H34BrN5O2Se2Si2W. The level of theory is ωB97M-V with the def2-TZVPD basis set.

Computed properties:
- Orbital gap: 5.7 eV
- Max |F|: 0.0137 Eh/bohr
- LUMO energy: -0.068 Eh

The geometry in XYZ format:
```
70
Properties=species:S:1:pos:R:3:forces:R:3
W -0.018 0.243 0.470 0.36 0.50 0.34
C -2.764 -1.234 5.441 0.02 0.00 0.00
C -1.747 -0.811 4.419 0.02 0.01 0.00
C -0.597 -0.084 4.786 -0.03 -0.01 -0.01
C 0.328 0.338 3.853 -0.03 0.01 0.04
C 0.033 -0.009 2.548 -0.05 -0.11 -0.10
Br 2.423 0.984 1.104 -0.31 -0.02 -0.01
N -1.018 -0.676 2.201 0.10 0.04 -0.07
C -1.936 -1.092 3.079 -0.05 -0.07 -0.03
H -2.341 -1.217 6.444 0.00 -0.01 0.00
H -3.130 -2.241 5.243 -0.01 0.00 -0.01
H -3.622 -0.559 5.430 0.01 0.01 0.00
H -0.450 0.158 5.832 -0.01 0.00 0.00
H 1.204 0.918 4.105 0.00 0.00 0.00
H -2.787 -1.646 2.702 0.00 0.01 0.00
C 1.776 -2.408 2.970 -0.01 -0.01 -0.01
C 1.771 -2.603 1.488 0.03 0.02 0.00
C 2.439 -3.683 0.927 0.02 0.00 -0.01
C 2.486 -3.822 -0.452 0.00 0.00 0.01
C 1.854 -2.907 -1.269 -0.08 -0.03 -0.02
C 1.164 -1.875 -0.643 0.07 0.02 -0.06
N 1.149 -1.732 0.688 -0.08 -0.10 0.05
N 0.453 -0.828 -1.177 -0.11 -0.04 0.10
Si 0.061 -0.809 -2.936 -0.03 -0.01 0.02
C -0.720 -2.492 -3.286 0.07 0.00 0.01
C -1.120 0.491 -3.576 -0.02 -0.05 -0.07
C 1.694 -0.599 -3.814 0.04 -0.01 -0.02
H 2.336 -3.213 3.442 0.00 0.00 0.00
H 0.765 -2.409 3.377 0.00 0.00 0.00
H 2.250 -1.459 3.220 0.00 0.00 0.00
H 2.931 -4.393 1.575 0.00 0.00 0.00
H 3.026 -4.651 -0.891 0.00 0.00 0.00
H 1.886 -2.990 -2.343 -0.05 -0.04 0.02
H -0.841 -3.097 -2.387 0.04 -0.02 0.05
H -0.135 -3.066 -4.010 0.00 0.00 0.01
H -1.714 -2.350 -3.714 0.00 0.00 -0.02
H -1.699 1.016 -2.825 -0.10 -0.02 0.05
H -1.805 0.017 -4.283 0.00 -0.03 -0.04
H -0.552 1.256 -4.108 -0.01 0.00 0.02
H 2.418 -1.386 -3.596 -0.01 0.08 -0.04
H 2.129 0.356 -3.512 0.02 0.02 0.00
H 1.535 -0.573 -4.895 0.00 0.00 0.01
O -2.945 2.078 -0.637 -0.04 0.03 0.03
C -3.039 0.881 -0.616 0.07 -0.02 -0.13
C -4.307 0.109 -0.952 0.00 -0.01 0.02
C -3.916 -1.355 -0.834 -0.01 0.00 0.01
C -2.471 -1.319 -0.375 -0.06 0.04 0.00
O -1.810 -2.300 -0.088 -0.01 -0.02 0.04
N -2.011 -0.022 -0.312 -0.03 -0.03 -0.03
H -4.636 0.406 -1.947 0.01 0.00 0.00
H -5.081 0.414 -0.249 -0.01 -0.01 -0.01
H -3.964 -1.903 -1.775 0.01 0.01 -0.01
H -4.500 -1.915 -0.105 0.00 -0.01 -0.01
C 2.241 4.622 0.170 -0.03 0.00 -0.06
Si 2.121 3.481 -1.303 0.01 0.00 0.06
C 1.695 4.501 -2.818 -0.01 0.00 -0.01
C 3.738 2.610 -1.659 0.03 0.06 -0.09
Se 0.228 2.193 -1.243 0.07 0.00 -0.11
H 3.011 5.380 -0.007 0.00 -0.02 0.00
H 2.486 4.089 1.084 0.02 -0.07 0.10
H 1.286 5.131 0.318 0.01 -0.01 0.00
H 2.461 5.263 -2.981 0.01 0.00 0.00
H 0.733 5.003 -2.704 0.00 0.01 0.00
H 1.646 3.873 -3.711 0.00 0.01 0.00
H 4.518 3.371 -1.767 -0.01 0.00 -0.01
H 3.681 2.062 -2.602 -0.01 -0.01 0.00
H 4.036 1.921 -0.875 0.02 0.00 -0.01
Se -2.022 3.989 3.005 0.03 -0.03 0.03
C -1.367 2.715 2.012 -0.08 0.01 -0.11
N -0.928 1.855 1.343 0.22 -0.06 0.10
```
Positions in Å, forces in eV/Å.

---

Question: The highest orbital gap belongs to which entry?
Answer: C23H34BF13O14P

---

Question: Which formula does entry 1 have?
Answer: C23H34BF13O14P